Record 1
This record from the Open Molecules 2025 dataset describes a structure of composition C44H82AsCdNO3P2SSi. The level of theory is ωB97M-V with the def2-TZVPD basis set.

Geometry as ORCA input:
```
! wB97M-V def2-TZVPD RIJCOSX def2/J DEFGRID3
* xyz 0 1
H -5.074 -1.584 -2.033
H 1.911 -0.421 5.386
C 0.415 -7.158 1.857
C 2.583 -5.902 -1.475
H -1.872 2.703 4.499
H -2.895 -5.821 0.492
H 1.027 -4.151 3.461
C 3.657 -0.819 -1.804
C 1.131 3.423 -0.784
H -5.090 0.164 1.242
C -4.998 4.129 0.828
H -0.345 -1.646 1.960
C 0.362 1.107 5.539
H 3.159 -0.549 3.269
H 4.375 -0.555 1.095
H -2.268 -8.176 -0.203
H 4.286 -4.877 -0.632
C -2.144 1.710 4.136
O -0.732 -6.211 -1.038
H -2.069 -1.605 2.283
H -3.272 -6.140 -3.239
H -1.590 -6.648 -3.520
C 3.971 -5.899 -0.855
C -0.817 -1.065 4.001
C -2.237 -6.020 -2.901
H -1.632 -8.478 -1.834
H 5.543 0.089 -1.175
H 0.075 -1.468 4.484
C 0.089 -5.731 2.313
C 1.279 -5.140 3.062
C -1.308 3.165 0.835
P -2.550 -0.285 -0.859
H -0.385 3.553 1.240
H -3.413 1.826 -2.900
H 2.681 -3.954 -2.395
C 2.299 4.146 -0.852
H 3.960 -6.468 0.078
H 1.344 -7.187 1.283
C -3.743 0.829 -3.200
H 3.793 -2.772 2.140
H -6.014 -1.884 -0.570
H -5.766 -0.227 -1.122
C -2.516 1.429 -0.291
H -4.830 5.208 0.822
C 3.546 3.562 -0.600
H -3.107 -1.226 -2.989
H 2.228 0.802 6.613
C -2.485 3.841 1.070
H 3.331 -1.826 -2.075
C -1.375 0.004 -3.325
C 3.339 -0.890 1.140
H 3.769 -2.899 0.374
H -3.366 -8.155 -1.601
O -0.219 -4.827 1.224
H 1.134 -7.364 -2.129
C -5.288 -1.207 -1.031
H -4.867 -1.490 1.822
Cd -0.057 -0.963 -0.338
C 4.815 4.381 -0.598
C 3.395 0.076 -3.022
H -1.638 -1.183 4.710
C 1.818 0.644 5.614
H -3.520 0.113 4.691
H 0.522 -7.799 2.737
H -1.452 -4.789 3.523
H 5.677 3.768 -0.328
C 2.191 -7.328 -1.862
C -3.068 1.007 5.130
H -0.251 0.571 6.269
H -2.953 -4.544 -0.737
C -4.040 -1.145 -0.148
H 1.600 -5.070 -3.224
H -2.543 0.706 6.039
C -2.100 -6.412 -1.435
H 2.441 1.189 4.901
H -0.939 -6.386 4.096
C 5.138 -0.889 -1.446
H 3.748 1.093 -2.849
H 5.340 -1.586 -0.629
H 2.650 0.840 2.287
H -1.942 -4.976 -3.029
H -0.941 0.941 -2.959
H -3.887 1.670 5.427
C -1.101 -1.846 2.719
C -2.761 -0.229 -2.703
H 3.918 -0.327 -3.894
C 3.291 -2.420 1.234
H 1.611 -0.572 2.418
C -4.391 -0.675 1.268
H -0.387 -7.555 1.229
H 3.361 -5.273 -3.385
H -3.788 0.801 -4.294
H -1.457 0.073 -4.414
H -3.652 -2.165 -0.063
C 1.105 2.045 -0.440
H -0.691 -0.815 -3.095
H -2.458 4.760 1.651
H -5.441 3.873 1.796
C -1.259 1.976 0.073
H 2.357 -8.010 -1.023
H 2.788 -7.668 -2.713
C 3.548 2.197 -0.403
O 1.695 -5.432 -0.439
H 2.255 -2.775 1.262
H -2.652 1.874 3.187
S -0.291 -3.197 -1.424
H 0.288 2.171 5.774
H -5.736 3.899 0.058
H -4.756 0.677 -2.822
C -1.145 -5.786 3.204
Si 0.118 -4.965 -0.385
C -3.695 2.154 -0.057
C -3.076 -5.616 -0.569
H 2.329 0.131 -3.262
C 2.556 -4.995 -2.699
H 5.692 -1.240 -2.322
H -1.976 -6.245 2.661
H 1.578 -5.790 3.890
H 2.120 -5.034 2.371
C 2.379 1.421 -0.374
P 2.495 -0.380 -0.425
N -0.070 1.334 -0.261
As -0.411 0.852 3.743
C 2.653 -0.249 2.346
H 0.194 3.919 -0.997
H -3.519 -0.344 1.826
C -2.359 -7.899 -1.258
H -4.104 -5.901 -0.814
C -3.712 3.374 0.591
H 4.751 5.205 0.117
H 2.250 5.200 -1.112
H 4.502 1.697 -0.269
H 5.009 4.819 -1.582
H 4.697 -6.351 -1.537
H -1.077 -2.918 2.883
H -4.639 1.737 -0.402
*
```

Molar mass (g/mol): 982.6
Gap between HOMO and LUMO (Eh): 0.2663

=====

Record 2
This record from the Open Molecules 2025 dataset describes a structure of composition C29H29N4OPS3Y in a non-equilibrium geometry. The level of theory is ωB97M-V with the def2-TZVPD basis set.

Geometry as ORCA input:
```
! wB97M-V def2-TZVPD RIJCOSX def2/J DEFGRID3
* xyz 3 1
H -3.439 1.696 5.094
C 0.759 -2.987 0.533
C -3.134 -1.523 -1.406
C -1.431 2.508 5.426
C -3.362 -5.669 0.183
N -0.533 1.593 4.742
H 1.242 3.953 0.459
H -2.427 -4.678 -3.426
C -0.151 -0.873 -3.434
C -3.482 -4.349 -0.214
H -2.211 -7.018 -2.700
H -3.674 -0.426 -3.044
C -2.682 -4.959 -2.415
H -2.836 -7.658 -0.397
H -3.577 -2.654 -2.992
C 4.547 1.663 -1.823
Y -0.753 0.710 -0.100
H -3.888 -3.617 0.466
S 0.200 0.399 2.475
C 0.884 -2.991 -2.877
C 1.064 -4.023 1.395
C 3.287 1.257 -1.359
C 0.423 -3.517 -4.074
H -0.362 0.171 -3.171
C 1.786 -2.168 0.049
S -2.339 1.936 2.977
C -2.557 -6.271 -2.003
C 3.392 -3.417 1.321
H 0.277 -4.663 1.766
C 5.312 0.859 -2.648
H -1.001 3.518 5.401
C -2.903 -6.629 -0.706
H -3.731 0.402 -1.582
H 3.068 3.173 -0.385
H 4.919 2.637 -1.543
H -3.663 -5.951 1.179
H -1.547 2.214 6.472
C -3.139 -3.995 -1.515
H 3.892 -1.738 0.083
N 1.304 2.131 -0.309
C -0.591 -1.402 -4.633
C 3.102 -2.374 0.455
C 2.379 -4.237 1.791
S -2.587 -1.390 0.215
H -0.620 -3.125 -5.903
H 0.337 1.316 5.184
C 0.609 -1.662 -2.568
H -3.278 3.413 4.663
N -3.308 -2.678 -2.011
C -0.811 1.301 3.490
H 6.268 1.206 -3.004
C 2.535 2.248 -0.623
C 2.835 -0.038 -1.706
H -0.265 -2.822 0.210
O 0.658 3.169 0.353
N -3.298 -0.357 -2.103
C -0.294 -2.721 -4.955
H 4.414 -3.584 1.625
C 4.833 -0.383 -3.031
C -2.766 2.453 4.690
H 5.407 -1.006 -3.700
H 2.610 -5.050 2.464
H 3.258 -1.807 -2.852
P 1.303 -0.849 -1.099
H 1.454 -3.599 -2.189
H -1.149 -0.789 -5.327
H 0.638 -4.547 -4.319
C 3.611 -0.831 -2.549
*
```

Molar mass (g/mol): 665.7
Gap between HOMO and LUMO (Eh): 0.2550

=====

Record 3
This record from the Open Molecules 2025 dataset describes a structure of composition C6H11FO5 in a non-equilibrium geometry. The level of theory is ωB97M-V with the def2-TZVPD basis set.

Geometry as ORCA input:
```
! wB97M-V def2-TZVPD RIJCOSX def2/J DEFGRID3
* xyz 0 1
F 1.166 1.869 -0.990
O -3.437 0.046 -0.148
O -0.279 -0.524 -1.150
C 1.222 0.577 0.958
H 2.757 0.601 -0.367
O 2.059 -0.446 1.736
H 1.425 -0.644 -2.206
O -1.127 1.637 0.373
C 1.729 0.613 -0.409
C -0.415 0.386 0.801
H 1.189 -2.422 -1.314
H 1.590 1.383 1.714
H -1.188 1.430 -0.786
H -3.109 1.087 -0.055
C -0.832 -0.706 -0.004
H -2.422 -0.779 1.479
C 1.195 -0.620 -1.170
H 1.359 -1.420 1.407
O 1.456 -1.795 -0.335
H -0.705 -1.683 0.463
H -0.865 0.232 1.819
C -2.401 -0.915 0.317
H -2.885 -1.964 -0.012
*
```

Energy above the lowest of the compared OMol25 structures with the same formula, charge and spin (kcal per mole): 171.5
Molar mass (g/mol): 182.1
Gap between HOMO and LUMO (Eh): 0.3566